Record 1
2 unconnected molecules or ions with the total composition C9H22N4O at a distorted geometry. Source: the OMol25 dataset; level of theory: ωB97M-V/def2-TZVPD.

max |F|: 4.7 eV Å⁻¹
molar mass: 202.3 g/mol
highest occupied orbital energy: -13.25 eV
relative energy (zero: lowest compared OMol25 entry of this formula, charge and spin): 3.269 eV
total charge: +2

XYZ file:
```
36
Properties=species:S:1:pos:R:3:mulliken_charge:R:1
H -4.7874 0.3197 1.9724 0.42
C 9.4124 0.9497 0.9099 -0.97
N -3.3092 -2.6899 -0.3298 -0.05
C -2.1700 1.3185 -0.7222 -0.55
H -1.5128 -3.6590 -0.6754 0.34
N -2.5662 -0.8366 0.8294 -0.09
H 8.7177 -1.8849 -0.8298 0.29
H 9.4588 2.1041 0.5265 0.31
H -2.0889 0.9673 1.7748 0.45
H -0.9152 3.0976 -1.2206 0.38
H 9.3751 0.4326 -1.2276 0.36
H 8.6039 0.9810 1.6754 0.36
H 8.9911 -1.5291 0.8585 0.27
H -3.7055 2.0836 0.3842 0.38
C -3.4856 -1.4497 0.0144 -0.03
H -3.9043 -3.0868 -0.9459 0.20
H -2.4515 1.1031 -1.7711 0.36
H -1.4620 2.9408 0.5643 0.29
C 9.3192 0.0287 -0.1821 0.28
N -3.4482 1.1658 0.0924 0.14
O -3.8691 0.3098 2.3237 -0.51
N 9.0132 -1.2369 -0.0830 -0.23
C -2.9310 0.3841 1.3809 -0.11
H -5.6846 1.6868 -1.7431 0.38
H -4.6777 0.5543 -2.4313 0.44
H -1.7354 -3.1428 0.9515 0.26
H -6.0597 -0.1150 -1.6469 0.36
H -2.5890 -4.5731 0.2946 0.33
C -2.2449 -3.5687 0.1442 -0.86
H -1.9019 -1.3981 1.4381 0.29
C -4.6940 0.6217 -0.2181 -0.22
C -1.7315 2.7913 -0.5113 -1.11
H -2.4989 3.5374 -0.8505 0.35
H 10.3730 0.6849 1.4897 0.35
C -5.2928 0.6614 -1.6544 -1.30
H -1.5470 0.4464 -0.5817 0.43
```

Record 2
A single C3H9NO molecule at a distorted geometry. Source: the OMol25 dataset; level of theory: ωB97M-V/def2-TZVPD.

SMILES: C[C@H](O)CN
max |F|: 3.1 eV Å⁻¹
molar mass: 75.1 g/mol
highest occupied orbital energy: -9.53 eV
relative energy (zero: lowest compared OMol25 entry of this formula, charge and spin): 0.836 eV

XYZ file:
```
14
Properties=species:S:1:pos:R:3:mulliken_charge:R:1
O -1.2343 -0.9669 0.5370 -0.55
C 0.6265 -0.0255 -0.5920 -0.54
H 0.8643 1.3224 1.5775 0.35
H 0.3170 -1.5914 -1.9694 0.22
H 1.2475 0.8492 -0.7809 0.43
H -1.2148 0.9872 -0.1274 0.22
H 0.1285 -0.1683 2.2142 0.35
H 1.2912 -0.7438 -0.1034 0.25
H -1.5378 -1.2351 -0.2825 0.32
C -0.0391 0.7404 1.6508 -1.25
H 0.7126 -0.1756 -2.6365 0.22
H -0.8100 1.3566 2.1079 0.31
N 0.1889 -0.5988 -1.8866 -0.60
C -0.5407 0.2497 0.2913 0.29
```

Record 3
A molecular structure, C21H59As2F12KN5O6 at a distorted geometry. Source: the OMol25 dataset; level of theory: ωB97M-V/def2-TZVPD.

max |F|: 3.5 eV Å⁻¹
molar mass: 894.6 g/mol
highest occupied orbital energy: -5.07 eV
total charge: -1

XYZ file:
```
106
Properties=species:S:1:pos:R:3:mulliken_charge:R:1
H -0.7606 3.8892 -4.3806 0.37
H -4.9983 5.4579 -1.1069 0.32
H 0.2313 2.9453 -5.4484 0.25
F 2.8432 2.1020 1.5235 -0.36
N 2.0581 1.6323 -1.0128 -0.28
C 1.8685 -2.7936 6.1392 -0.72
F 4.0121 3.9903 2.9298 -0.52
As 0.2145 -1.7506 1.0789 1.84
F 1.2984 -2.6363 2.2518 -0.49
H 3.7397 -1.8004 -1.2716 0.04
F 1.5156 3.3130 3.4042 -0.54
H 2.0849 -1.7234 4.5852 0.20
H -4.0859 4.5104 2.0913 0.26
C -4.4522 -2.4045 0.9357 0.17
N -6.6674 -2.5213 2.1725 -0.73
H 1.0007 -2.9317 -4.1774 0.39
H 0.8925 -0.8571 -1.7771 -1.55
H -5.2044 -1.9763 4.3473 0.39
F 4.6094 1.4126 3.3124 -0.48
H -5.6152 3.1074 0.5718 0.13
H 0.0077 1.1587 -1.2159 -0.94
C 6.0586 -1.3207 -0.9903 -0.53
H 6.9217 -1.5984 -0.3852 0.46
O 1.4791 -1.7995 5.3260 -0.28
H 0.2998 1.5612 0.9901 -0.03
H 3.5881 -1.1754 1.6125 0.08
C 0.4824 3.0866 -2.1216 -1.37
H 0.6587 -3.1932 -2.4516 0.53
H 0.7897 3.3441 0.6406 0.40
C -4.6296 -2.2510 3.4628 -1.22
H -3.4844 2.9663 -1.0023 0.45
H -0.9348 0.1591 -3.4824 0.14
F -1.1244 -2.8777 1.6092 -0.52
O -3.0400 2.4644 1.0096 -0.37
H 2.9435 -2.6674 6.2678 0.31
C 0.6505 2.0228 -1.0478 2.25
C 1.2457 -2.6136 -3.1641 -1.21
C 4.3544 -1.6885 1.0314 -1.18
H -3.4983 -1.8792 0.9834 -0.39
C -4.1513 -2.3607 -1.4255 -0.58
H -2.8815 0.3969 1.6521 0.17
H 3.3199 -4.1273 -4.1092 0.29
H -7.1681 -2.2546 1.3369 0.30
H -0.8123 2.6034 0.3230 -0.40
C -3.4041 1.1100 1.0146 -0.42
H -6.4699 -3.5081 2.0874 0.33
F 2.0813 1.0788 3.7137 -0.44
H -5.7335 4.7419 2.0508 0.23
H 0.8802 4.3093 -4.4851 0.32
H -4.5918 -3.3380 3.5342 0.36
H 2.0749 1.0278 -0.2038 -0.16
F 0.0117 -0.5492 2.4037 -0.62
H 3.9516 -2.5777 0.5465 0.31
H -0.5546 3.3973 -1.9939 0.34
C 0.2266 3.4370 -4.4756 -0.97
H 1.0314 4.0219 -2.0125 0.31
H -3.2773 -1.7099 -1.3988 -0.14
C -0.7613 -0.8906 -3.2453 -0.75
C 0.7328 -1.1653 -2.8104 2.71
C 0.2647 2.4368 0.3419 -0.57
H 2.1881 -4.7166 -2.7876 0.35
H 3.9473 -4.2553 -2.4935 0.28
C -4.9483 3.9325 0.3215 0.89
F -0.9391 -0.8940 0.0316 -0.14
H -2.8921 4.1594 -0.1097 0.49
H -4.4900 1.0698 1.0993 0.07
C 3.0317 -4.0820 -3.0589 -0.97
H -4.2717 -3.4792 0.9153 0.50
H 7.7857 0.2030 -3.2918 0.31
C -5.3745 -1.8862 2.1265 0.34
H 8.3709 -0.0311 -1.7911 0.35
O 2.6707 -2.7231 -2.8738 -0.17
H 5.6434 -2.1766 -1.5225 0.14
H 1.6927 -0.6307 -4.4436 0.37
N 1.5859 -0.1829 -3.5446 -0.40
F 3.4158 2.8054 5.0745 -0.55
H -1.0271 -1.3891 -4.1775 0.54
F 1.4939 -0.5698 0.4614 -0.58
H -4.6395 -2.1222 -2.3705 0.37
C 7.6554 -0.4984 -2.4677 -0.98
H 3.0099 -0.7690 -0.3110 -0.02
H 8.1304 -1.4787 -2.5043 0.36
H 5.1782 0.0967 0.1957 0.18
H -3.2711 0.8510 -0.0358 0.29
H 0.8442 0.4847 -3.7003 -0.11
H 2.3591 2.4933 -0.5789 0.63
H -6.5302 5.1594 -0.3335 0.38
H -3.8060 -3.3768 -1.6163 0.35
H 5.0683 -2.0015 1.7932 0.41
N 3.6641 -0.8117 -1.0793 -0.14
K -0.3864 0.2918 5.0253 0.99
O 0.6687 2.5885 -3.4346 -0.14
N -4.8773 4.7595 1.5153 -0.73
O -5.0545 -2.0737 -0.3413 -0.43
H 1.3561 -2.6262 7.0866 0.21
H -6.0788 4.0562 -1.6277 0.35
C -3.5749 3.3204 0.0246 -1.17
As 3.1452 2.4205 3.2921 1.92
C 4.8344 -0.8657 -0.1835 0.60
H 1.6869 -3.8135 5.8002 0.25
H -3.6803 -1.7288 3.3432 0.17
C -5.6857 4.6646 -0.8131 -1.45
H -1.5885 -1.0809 -2.5615 -0.32
H -5.4573 -0.7998 2.0952 0.05
F 0.7007 -2.7616 -0.3146 -0.42
O 6.3224 -0.2750 -1.9183 -0.29
```

Record 4
4 unconnected molecules or ions with the total composition C18H48BN4O5P at a distorted geometry. Source: the OMol25 dataset; level of theory: ωB97M-V/def2-TZVPD.

SMILES: CB(O)P(CC=O)CCCN.COC[C@@H](C)N.COC[C@@H](C)N.COC[C@@H](C)N
max |F|: 7.9 eV Å⁻¹
molar mass: 442.4 g/mol
highest occupied orbital energy: -7.92 eV

XYZ file:
```
77
Properties=species:S:1:pos:R:3:mulliken_charge:R:1
H -4.3354 2.0260 -5.2332 0.27
N -1.1661 1.8053 -1.9657 -0.47
H 3.1802 1.2285 0.5558 0.32
H 6.7772 -0.2276 2.3374 0.36
H -3.4758 0.5310 -1.8428 0.32
H -1.3387 1.4108 -2.8953 0.32
H -2.3643 -4.4320 -2.4680 0.27
N 0.2620 -0.8504 -1.0917 -0.48
H 1.7251 -0.8424 -2.7100 0.31
C -2.4190 2.4295 -1.5159 0.28
H -1.4503 -5.0280 1.2096 0.22
P 0.9890 -4.8896 -0.8331 -0.19
O -3.0245 2.8603 -3.9065 -0.40
C 5.0291 0.2954 1.1943 0.31
H -4.3172 3.5725 1.6858 0.29
H 0.6554 -2.4060 -2.6464 0.20
O 7.4028 1.0246 0.8770 -0.38
C -3.3727 2.0497 2.6617 0.88
N -4.5827 2.6910 2.1264 -0.64
H 0.5131 -5.7045 -4.6506 0.26
H 3.0045 -3.9487 0.3649 0.34
H 3.3340 -2.5813 -1.8149 0.28
H -2.2503 3.8088 3.1923 0.36
C -2.9843 3.3969 -2.5812 -0.84
H -2.9106 0.2256 3.7533 0.36
H -3.9526 -0.0143 2.3445 0.38
H -4.1411 3.1735 6.6366 0.26
H -3.0498 1.9237 6.0062 0.29
H -1.8332 2.4252 4.1877 0.43
C 1.7474 -5.1807 -2.6027 -0.42
H -2.3163 4.2658 -2.6355 0.40
B -0.8942 -4.3993 -0.9989 0.56
H -5.0323 2.3304 -3.6295 0.28
C -3.7376 0.6605 3.1820 -1.57
H -4.7654 2.0039 5.4814 0.22
C 6.3930 0.6623 1.8230 -0.82
H -0.4795 2.5401 -2.1399 0.27
H -3.9685 3.7852 -2.2914 0.41
C -4.1306 2.0073 -4.1591 -0.61
O -3.5548 3.4854 4.7043 -0.40
H 5.6292 -1.4946 0.4205 0.25
C 4.2289 1.5062 0.7175 -1.39
H -1.8643 -3.2342 0.7090 0.21
H 6.6642 2.4045 -0.4702 0.22
H -2.9819 -4.6698 0.0978 0.26
C 1.9954 -3.4646 -0.0475 -0.62
C -1.8756 -4.3670 0.3411 -0.75
O -1.4477 -4.0190 -2.3189 -0.63
C 1.2220 -1.6281 -1.9685 -0.42
O 0.1638 -7.2059 -3.1206 -0.51
H -4.6257 0.6644 3.8190 0.32
H -3.0740 0.8663 -0.1653 0.11
H -3.8784 0.9802 -3.8954 0.21
H 4.4326 -0.1981 1.9717 0.37
H -2.6663 1.9077 1.8344 0.06
C 2.4414 -2.2766 -1.0855 0.08
H 2.8840 -1.3859 -0.4263 -0.26
H 1.9495 -4.1407 -3.1223 0.21
H -5.1522 2.9829 2.9264 0.31
C -2.6766 2.9427 3.7142 -0.93
H 6.2871 1.4381 2.5914 0.44
H -4.4010 1.7422 -0.9398 0.36
N 5.1874 -0.6426 0.0733 -0.50
H 2.8053 -5.7023 -2.4181 0.39
C 0.7451 -6.0805 -3.5487 -0.02
C -3.8838 2.5852 5.7514 -0.63
H 8.3086 2.6782 0.0896 0.26
C -3.3987 1.3323 -1.1036 -1.25
H 1.4036 -3.0932 0.9026 0.34
H 0.3599 0.1577 -1.4010 0.22
H 4.5960 1.9134 -0.2279 0.30
H 4.2475 2.3077 1.4636 0.37
H 5.8900 -0.2466 -0.5586 0.27
C 7.3112 2.3605 0.4060 -0.64
H 6.9583 3.0493 1.1800 0.29
H -0.7468 -1.1057 -1.2854 0.13
H -2.2031 3.0217 -0.6179 0.30
```

Question: The highest highest occupied orbital energy belongs to which entry?
Answer: C21H59As2F12KN5O6

Question: Among the records above, which one has the lowest molar mass?
Answer: C3H9NO

Repeat the first record exactly.
2 unconnected molecules or ions with the total composition C9H22N4O at a distorted geometry. Source: the OMol25 dataset; level of theory: ωB97M-V/def2-TZVPD.

max |F|: 4.7 eV Å⁻¹
molar mass: 202.3 g/mol
highest occupied orbital energy: -13.25 eV
relative energy (zero: lowest compared OMol25 entry of this formula, charge and spin): 3.269 eV
total charge: +2

XYZ file:
```
36
Properties=species:S:1:pos:R:3:mulliken_charge:R:1
H -4.7874 0.3197 1.9724 0.42
C 9.4124 0.9497 0.9099 -0.97
N -3.3092 -2.6899 -0.3298 -0.05
C -2.1700 1.3185 -0.7222 -0.55
H -1.5128 -3.6590 -0.6754 0.34
N -2.5662 -0.8366 0.8294 -0.09
H 8.7177 -1.8849 -0.8298 0.29
H 9.4588 2.1041 0.5265 0.31
H -2.0889 0.9673 1.7748 0.45
H -0.9152 3.0976 -1.2206 0.38
H 9.3751 0.4326 -1.2276 0.36
H 8.6039 0.9810 1.6754 0.36
H 8.9911 -1.5291 0.8585 0.27
H -3.7055 2.0836 0.3842 0.38
C -3.4856 -1.4497 0.0144 -0.03
H -3.9043 -3.0868 -0.9459 0.20
H -2.4515 1.1031 -1.7711 0.36
H -1.4620 2.9408 0.5643 0.29
C 9.3192 0.0287 -0.1821 0.28
N -3.4482 1.1658 0.0924 0.14
O -3.8691 0.3098 2.3237 -0.51
N 9.0132 -1.2369 -0.0830 -0.23
C -2.9310 0.3841 1.3809 -0.11
H -5.6846 1.6868 -1.7431 0.38
H -4.6777 0.5543 -2.4313 0.44
H -1.7354 -3.1428 0.9515 0.26
H -6.0597 -0.1150 -1.6469 0.36
H -2.5890 -4.5731 0.2946 0.33
C -2.2449 -3.5687 0.1442 -0.86
H -1.9019 -1.3981 1.4381 0.29
C -4.6940 0.6217 -0.2181 -0.22
C -1.7315 2.7913 -0.5113 -1.11
H -2.4989 3.5374 -0.8505 0.35
H 10.3730 0.6849 1.4897 0.35
C -5.2928 0.6614 -1.6544 -1.30
H -1.5470 0.4464 -0.5817 0.43
```

Question: What is the highest occupied orbital energy in the first record?
Answer: -13.25 eV